1.
A molecular structure, C41H62As3ClN3OP2RuSe at a distorted geometry, computed with ωB97M-V/def2-TZVPD.

Positions of all 115 atoms, in Å:
Ru 3.937 -19.585 8.571
C 1.970 -19.649 11.864
P 3.105 -20.579 10.787
C 2.268 -22.187 10.823
C 4.615 -20.822 11.822
C 4.843 -21.940 12.624
C 6.054 -22.147 13.282
C 7.061 -21.221 13.110
C 6.846 -20.078 12.320
C 5.629 -19.859 11.664
P 5.302 -18.409 10.529
C 6.978 -17.808 10.123
C 4.722 -17.048 11.640
H 1.700 -20.235 12.754
H 1.026 -19.425 11.345
H 2.405 -18.699 12.159
H 1.949 -22.510 11.819
H 2.976 -22.932 10.422
H 1.398 -22.135 10.176
H 4.077 -22.697 12.711
H 6.233 -23.049 13.859
H 8.020 -21.367 13.586
H 7.647 -19.365 12.219
H 7.582 -17.621 11.015
H 6.818 -16.913 9.511
H 7.457 -18.559 9.502
H 5.417 -16.891 12.454
H 3.748 -17.258 12.089
H 4.669 -16.153 11.022
C 2.242 -23.747 7.186
As 2.998 -21.970 6.793
C 4.606 -22.608 5.892
C 2.098 -21.533 5.096
C 0.659 -21.028 5.088
C -0.241 -22.003 5.852
C 0.441 -19.619 5.688
As 0.909 -19.112 7.532
C -0.431 -20.037 8.632
C -0.025 -17.386 7.396
C 0.156 -21.002 3.627
As 0.956 -20.015 2.098
C 2.520 -21.124 1.715
C 1.897 -18.492 2.892
H 2.024 -24.312 6.282
H 1.315 -23.656 7.738
H 2.927 -24.334 7.802
H 4.341 -23.343 5.127
H 5.284 -23.032 6.623
H 5.078 -21.746 5.455
H 2.140 -22.460 4.523
H 2.749 -20.818 4.612
H 0.058 -22.047 6.904
H -0.157 -23.010 5.434
H -1.297 -21.678 5.770
H -0.612 -19.373 5.550
H 1.015 -18.901 5.124
H -1.406 -20.045 8.150
H -0.472 -19.486 9.559
H -0.118 -21.066 8.823
H -0.980 -17.500 6.876
H 0.618 -16.700 6.860
H -0.199 -16.989 8.395
H -0.891 -20.679 3.652
H 0.118 -22.038 3.272
H 2.186 -22.029 1.206
H 3.104 -21.386 2.604
H 3.149 -20.540 1.046
H 1.148 -17.741 3.181
H 2.499 -18.038 2.078
H 2.550 -18.744 3.713
Cl 2.831 -14.815 6.806
C 2.291 -14.312 8.375
C 2.046 -12.960 8.551
C 1.571 -12.493 9.755
C 1.293 -13.381 10.792
C 1.536 -14.730 10.614
C 2.040 -15.269 9.398
C 2.240 -16.633 9.258
H 2.269 -12.270 7.762
H 1.389 -11.440 9.859
H 0.943 -13.054 11.766
H 1.352 -15.431 11.426
H 2.647 -17.037 8.346
H 2.089 -17.300 10.090
C 10.364 -25.001 9.592
C 9.321 -23.940 9.394
C 7.978 -24.161 9.647
C 7.017 -23.184 9.384
C 5.582 -23.568 9.529
C 7.415 -21.919 8.896
Se 6.182 -20.678 8.100
C 8.800 -21.656 8.733
C 9.315 -20.294 8.338
C 9.704 -22.689 8.963
H 9.920 -25.971 9.878
H 11.048 -24.702 10.383
H 10.935 -25.148 8.686
H 7.648 -25.126 10.056
H 5.455 -24.387 10.263
H 5.189 -23.901 8.561
H 4.996 -22.712 9.850
H 8.736 -19.903 7.499
H 10.350 -20.390 8.034
H 9.258 -19.603 9.167
H 10.755 -22.523 8.796
N 5.185 -19.228 4.325
C 4.977 -18.726 5.568
O 4.059 -19.267 6.275
C 5.707 -17.607 6.003
C 5.325 -16.912 7.171
N 4.999 -16.344 8.134
C 6.846 -17.093 5.332
N 7.754 -16.562 4.860
H 4.862 -20.158 4.158
H 6.000 -18.924 3.802

Results
Multiplicity = 6
DFT total energy = -12185.4397 hartree
HOMO level (spin up / spin down) = -0.247 / -0.262 Ha
Expectation value of S² = 8.811
E_LUMO (spin up / spin down) = 0.371 / -0.776 eV
Energy relative to the best compared isomer or geometry (same formula, charge and spin) = 0.0 kJ/mol
Frontier orbital gap (spin up / spin down) = 7.104 / 6.358 eV

Here are the Mulliken charges for atoms 1 to 99, given in e: 3.232, -1.084, 0.824, -1.043, 0.319, -0.557, -0.835, -0.860, -0.925, 0.502, 0.351, -1.330, -1.386, 0.503, 0.163, 0.170, 0.532, 0.261, 0.061, 0.351, 0.408, 0.431, 0.295, 0.587, 0.529, -0.060, 0.485, 0.261, 0.380, -1.499, 1.617, -1.163, -0.563, 2.795, -1.716, -1.571, 1.266, -1.431, -1.339, -2.207, 0.301, -0.948, -0.398, 0.427, 0.335, 0.410, 0.489, 0.269, 0.112, 0.877, -1.185, -0.252, 0.440, 0.453, 0.765, -0.377, 0.451, 0.480, 0.066, 0.528, 0.257, 0.407, 0.508, 0.580, 0.367, 0.125, 0.402, 0.333, 0.437, -0.372, -0.173, 0.748, -0.678, -0.424, -0.802, -0.583, 0.889, -0.827, 0.484, 0.395, 0.384, 0.338, 0.205, -0.133, -1.626, 0.529, -0.924, 0.977, -0.992, 0.587, -0.774, 0.555, -1.683, -0.889, 0.341, 0.341, 0.368, 0.287, 0.467

=====

2.
A molecular structure, C41H62N4O6SSi3W at a distorted geometry, computed with ωB97M-V/def2-TZVPD.

Positions of all 118 atoms, in Å:
W -0.469 1.074 -0.999
C -5.811 2.601 3.405
C -4.811 1.914 2.513
C -4.473 0.591 2.694
C -3.575 -0.074 1.830
C -3.291 -1.474 1.896
N -3.100 -2.190 2.962
C -2.843 -1.738 4.340
C -1.475 -2.292 4.727
C -0.894 -1.834 6.074
N 0.530 -2.197 6.132
C 1.301 -1.510 5.244
C 2.066 -2.001 4.228
C 2.220 -3.386 3.882
C 2.166 -3.792 2.585
C 2.408 -5.218 2.167
C 1.723 -2.820 1.637
C 1.633 -1.470 1.896
C 0.847 -0.734 0.936
N 0.509 0.528 0.802
C 0.328 1.305 2.053
C 0.465 2.800 1.902
C -0.755 3.410 1.258
N -1.096 2.803 -0.030
C -2.349 2.573 -0.371
C -3.274 2.003 0.635
C -4.175 2.618 1.471
C -2.979 0.621 0.756
O -2.147 0.061 -0.079
C 2.266 -0.993 3.162
O 2.776 0.094 3.319
H -6.629 1.932 3.665
H -6.237 3.475 2.916
H -5.345 2.935 4.334
H -4.967 0.025 3.476
H -3.198 -2.009 0.953
H -2.953 -3.182 2.812
H -3.647 -2.086 4.990
H -2.845 -0.649 4.339
H -0.775 -1.987 3.942
H -1.504 -3.387 4.711
H -1.416 -2.281 6.919
H -0.965 -0.750 6.180
H 0.682 -3.197 6.145
H 1.158 -0.432 5.276
H 2.383 -4.118 4.668
H 3.449 -5.497 2.333
H 2.191 -5.354 1.109
H 1.788 -5.911 2.736
H 1.406 -3.176 0.658
H 0.422 -1.417 0.209
H 1.038 0.975 2.792
H -0.681 1.062 2.412
H 1.379 3.040 1.364
H 0.558 3.234 2.899
H -0.582 4.463 1.020
H -1.611 3.358 1.935
H -2.614 2.660 -1.422
H -4.396 3.671 1.339
C -2.931 0.660 -3.216
O -1.606 1.084 -2.846
Si -0.522 2.029 -3.815
C -1.555 3.544 -4.178
C -0.268 1.244 -5.472
C 0.748 2.094 -2.413
Si 1.205 3.964 -2.189
C 2.404 4.162 -0.746
C -0.163 5.214 -1.819
C 1.888 4.567 -3.839
Si 2.502 1.242 -2.666
C 2.569 0.314 -4.285
C 4.025 2.353 -2.653
C 2.975 0.060 -1.279
H -2.875 0.130 -4.165
H -3.582 1.530 -3.311
H -3.295 -0.019 -2.452
H -2.355 3.212 -4.846
H -1.001 4.311 -4.720
H -2.015 4.015 -3.310
H -1.252 1.152 -5.940
H 0.191 0.263 -5.453
H 0.320 1.909 -6.110
H 2.737 3.218 -0.315
H 1.939 4.758 0.042
H 3.296 4.702 -1.066
H -0.983 4.880 -1.187
H -0.589 5.633 -2.728
H 0.329 6.040 -1.295
H 2.369 3.797 -4.442
H 2.621 5.361 -3.677
H 1.086 5.002 -4.439
H 2.380 0.951 -5.150
H 1.877 -0.527 -4.322
H 3.586 -0.074 -4.387
H 4.014 3.256 -3.256
H 4.806 1.708 -3.070
H 4.346 2.613 -1.646
H 2.325 -0.803 -1.153
H 3.061 0.584 -0.324
H 3.975 -0.308 -1.524
C 2.882 -6.589 -1.104
C 2.035 -5.389 -1.416
C 2.551 -4.331 -2.165
C 1.760 -3.252 -2.517
C 0.438 -3.215 -2.091
C -0.100 -4.250 -1.339
C 0.703 -5.330 -1.008
S -0.581 -1.859 -2.548
O -0.301 -1.493 -3.901
O -1.927 -2.142 -2.149
O -0.020 -0.731 -1.617
H 3.940 -6.333 -1.073
H 2.749 -7.349 -1.876
H 2.603 -7.043 -0.153
H 3.582 -4.366 -2.496
H 2.158 -2.453 -3.129
H -1.143 -4.217 -1.053
H 0.283 -6.155 -0.443

Results
Multiplicity = 3
DFT total energy = -3603.3152 hartree
HOMO level (spin up / spin down) = -0.459 / -0.485 Ha
Expectation value of S² = 2.023
E_LUMO (spin up / spin down) = -6.112 / -6.654 eV
Net charge = +2
Energy relative to the best compared isomer or geometry (same formula, charge and spin) = 335.3 kJ/mol
Frontier orbital gap (spin up / spin down) = 6.379 / 6.553 eV

Here are the Mulliken charges for atoms 1 to 99, given in e: 0.078, -1.687, 0.512, -0.528, 0.179, -0.245, 0.058, -0.669, 0.234, -1.151, -0.206, -1.046, 0.200, -0.939, -0.155, -0.930, 0.936, 0.898, -0.090, 0.709, -0.111, -1.532, -0.783, 0.100, -0.412, -0.648, -0.538, -0.082, -0.872, 0.885, -0.590, 0.411, 0.415, 0.313, 0.617, 0.606, 0.363, 0.298, 0.478, -0.112, 0.264, 0.374, 0.378, 0.370, 0.435, 0.639, 0.401, -0.285, 0.394, -0.565, -0.393, 0.720, -0.247, 0.024, 0.527, 0.516, 0.473, 0.651, 0.535, -1.390, -0.255, 0.457, -1.427, -1.399, 1.333, 0.949, -1.418, -1.396, -1.415, 0.186, -1.163, -1.280, -0.114, 0.346, 0.403, 0.224, 0.485, 0.394, 0.336, 0.521, 0.325, 0.377, 0.229, 0.517, 0.571, 0.154, 0.493, 0.546, 0.376, 0.405, 0.375, 0.380, 0.160, 0.528, 0.363, 0.440, 0.369, -0.531, 0.262

=====

3.
A molecular structure, C41H63AlGeN8P3, computed with ωB97M-V/def2-TZVPD.

Positions of all 117 atoms, in Å:
Al -0.476 0.017 -1.045
C 3.739 -0.721 2.553
C 4.321 -0.820 1.140
C 5.311 0.319 0.914
P 2.924 -1.046 -0.081
C 2.661 0.563 -1.026
N 2.373 1.709 -0.201
Ge 0.552 1.895 0.456
N -0.830 3.251 0.260
C -2.014 3.038 -0.565
P -1.622 1.940 -1.977
C -3.168 1.721 -2.947
C -3.778 3.008 -3.502
C -4.164 0.950 -2.070
C -0.332 2.892 -2.912
C -0.592 4.392 -3.037
C -0.090 2.243 -4.279
C -0.578 4.568 0.626
C -1.548 5.578 0.585
C -1.193 6.904 0.753
C 0.135 7.250 0.950
C 1.085 6.253 1.091
C 0.723 4.918 0.998
N 1.577 3.775 1.308
C 2.928 3.821 0.751
C 3.869 4.801 1.039
C 5.067 4.859 0.351
C 5.322 3.925 -0.642
C 4.432 2.894 -0.875
C 3.244 2.785 -0.140
C 1.575 3.573 2.750
C 2.000 4.541 3.635
C 2.095 4.268 4.992
C 1.757 3.001 5.481
C 1.280 2.044 4.629
C 1.134 2.312 3.244
N 0.592 1.438 2.370
C 0.397 0.043 2.705
P -1.162 -0.900 3.322
C -1.544 -0.246 5.023
C -2.119 1.169 5.105
C -2.486 -1.248 5.700
C -2.702 -0.361 2.402
C -3.204 -1.461 1.456
C -2.617 0.974 1.675
C 3.683 -2.140 -1.384
C 4.871 -1.571 -2.155
C 2.598 -2.661 -2.330
H 4.538 -0.758 3.296
H 3.046 -1.537 2.762
H 3.216 0.233 2.677
H 4.855 -1.773 1.060
H 4.865 1.280 1.173
H 5.681 0.373 -0.108
H 6.173 0.173 1.569
H 1.778 0.325 -1.650
H 3.464 0.738 -1.735
H -2.354 3.981 -0.994
H -2.849 2.620 0.002
H -2.879 1.077 -3.785
H -3.920 3.763 -2.727
H -4.759 2.784 -3.922
H -3.173 3.433 -4.300
H -4.586 1.592 -1.295
H -3.700 0.084 -1.589
H -4.989 0.585 -2.680
H 0.577 2.762 -2.307
H -1.477 4.605 -3.635
H 0.263 4.840 -3.546
H -0.691 4.888 -2.072
H -0.981 2.293 -4.908
H 0.212 1.201 -4.188
H 0.706 2.774 -4.801
H -2.588 5.323 0.433
H -1.955 7.671 0.714
H 0.428 8.288 1.024
H 2.109 6.546 1.257
H 3.704 5.528 1.819
H 5.782 5.636 0.578
H 6.236 3.979 -1.218
H 4.682 2.152 -1.618
H 2.256 5.529 3.286
H 2.444 5.037 5.667
H 1.850 2.781 6.535
H 0.993 1.088 5.027
H 1.110 -0.259 3.474
H 0.677 -0.517 1.817
H -0.589 -0.298 5.556
H -3.103 1.220 4.638
H -1.485 1.921 4.642
H -2.251 1.447 6.152
H -3.446 -1.309 5.185
H -2.683 -0.932 6.724
H -2.050 -2.246 5.732
H -3.440 -0.264 3.202
H -2.776 -1.347 0.454
H -4.287 -1.400 1.341
H -2.973 -2.461 1.824
H -1.980 0.870 0.787
H -2.201 1.771 2.291
H -3.611 1.277 1.338
H 4.043 -2.989 -0.792
H 4.578 -0.764 -2.829
H 5.303 -2.361 -2.771
H 5.659 -1.211 -1.495
H 2.065 -1.849 -2.829
H 1.873 -3.282 -1.799
H 3.046 -3.281 -3.107
N -0.439 -1.666 0.033
H -0.914 -1.800 0.927
H 0.579 -1.786 0.221
H -0.712 -2.440 -0.572
N -1.544 -1.164 -7.111
C -1.135 -1.382 -6.056
N -0.648 -1.647 -4.864
C -0.539 -1.215 -3.740
N -0.378 -0.864 -2.608

Results
Multiplicity = 2
DFT total energy = -5381.1227 hartree
HOMO level (spin up / spin down) = -0.464 / -0.464 Ha
Expectation value of S² = 0.782
E_LUMO (spin up / spin down) = -5.111 / -7.944 eV
Net charge = +2
Energy relative to the best compared isomer or geometry (same formula, charge and spin) = 46.2 kJ/mol
Frontier orbital gap (spin up / spin down) = 7.502 / 4.673 eV

Here are the Mulliken charges for atoms 1 to 99, given in e: -0.161, -1.578, 0.153, -1.423, 0.006, -0.743, 0.848, -0.760, 1.382, -2.264, -0.107, 0.791, -1.309, -1.464, 2.090, -1.514, -1.420, 0.479, -0.118, -1.026, -1.160, -0.532, 0.271, 1.001, 0.433, -0.697, -1.327, -0.914, -0.569, 1.103, 0.404, -0.554, -1.168, -1.074, -0.415, 0.699, 1.099, 0.457, -0.435, 0.831, -1.177, -1.544, -0.116, -1.626, -1.433, 0.259, -1.496, -1.169, 0.567, 0.327, 0.177, 0.793, 0.174, 0.237, 0.545, -0.813, 1.048, 1.196, -0.092, 0.516, 0.269, 0.488, 0.315, 0.334, 0.272, 0.523, -0.968, 0.279, 0.480, 0.214, 0.328, 0.171, 0.491, 0.586, 0.447, 0.462, 0.376, 0.227, 0.446, 0.468, 0.543, 0.467, 0.477, 0.500, 0.398, 0.861, -2.032, 0.395, 0.263, 0.126, 0.488, 0.318, 0.473, 0.417, 0.769, 0.293, 0.387, 0.441, -0.365

=====

4.
A molecular structure, C41H63N3O3P3PdS4, computed with ωB97M-V/def2-TZVPD.

Positions of all 118 atoms, in Å:
Pd 0.098 0.025 -0.085
C 2.190 2.342 1.944
P 2.135 0.863 0.892
C 3.539 1.129 -0.227
C 2.720 -0.518 1.935
C 3.612 -0.317 2.985
C 4.104 -1.390 3.709
C 3.718 -2.684 3.384
C 2.827 -2.896 2.344
C 2.313 -1.821 1.620
P 1.114 -2.101 0.272
C 2.069 -3.031 -0.964
C -0.052 -3.330 0.913
H 1.596 2.179 2.838
H 1.759 3.174 1.382
H 3.219 2.596 2.204
H 4.431 1.374 0.352
H 3.299 1.946 -0.905
H 3.723 0.240 -0.828
H 3.929 0.685 3.244
H 4.798 -1.220 4.522
H 4.109 -3.524 3.940
H 2.528 -3.908 2.105
H 2.391 -3.981 -0.533
H 2.947 -2.459 -1.260
H 1.457 -3.221 -1.846
H 0.451 -4.260 1.182
H -0.783 -3.541 0.130
H -0.557 -2.909 1.781
O -0.745 -0.401 2.074
P -0.963 0.580 3.187
N -2.469 0.247 3.804
C -3.017 -1.123 3.839
C -3.353 -1.353 5.305
C -3.879 0.015 5.725
C -2.985 1.003 4.964
N 0.249 0.427 4.302
C 0.613 1.374 5.376
C 0.688 0.512 6.629
C 1.225 -0.808 6.091
C 0.521 -0.961 4.747
N -0.920 2.135 2.641
C -0.925 3.388 3.430
C -1.576 4.427 2.513
C -2.488 3.592 1.625
C -1.621 2.376 1.357
H -2.312 -1.833 3.412
H -3.934 -1.164 3.241
H -2.452 -1.607 5.869
H -4.079 -2.151 5.447
H -3.844 0.182 6.801
H -4.916 0.130 5.407
H -2.163 1.344 5.601
H -3.545 1.882 4.637
H -0.102 2.185 5.472
H 1.591 1.820 5.161
H -0.309 0.375 7.055
H 1.324 0.956 7.393
H 1.025 -1.653 6.749
H 2.305 -0.745 5.946
H -0.414 -1.518 4.863
H 1.134 -1.481 4.010
H 0.094 3.678 3.695
H -1.500 3.280 4.353
H -0.813 4.917 1.904
H -2.098 5.195 3.080
H -2.790 4.099 0.709
H -3.386 3.295 2.172
H -0.892 2.588 0.565
H -2.196 1.497 1.059
C -4.660 -3.167 -0.878
C -4.587 -1.948 0.031
C -3.174 -1.494 0.372
S -2.159 -0.817 -0.951
O -1.951 -1.836 -2.009
C -3.216 0.532 -1.536
C -4.238 0.162 -2.612
C -4.377 1.290 -3.630
H -5.691 -3.363 -1.169
H -4.287 -4.055 -0.364
H -4.066 -3.033 -1.780
H -5.074 -2.176 0.985
H -5.151 -1.116 -0.394
H -2.575 -2.316 0.765
H -3.172 -0.716 1.139
H -2.501 1.268 -1.914
H -3.678 0.931 -0.631
H -5.210 -0.028 -2.154
H -3.925 -0.762 -3.102
H -4.654 2.226 -3.142
H -5.149 1.059 -4.364
H -3.444 1.455 -4.162
O -0.126 1.142 -1.791
C 0.501 1.809 -2.833
C 0.714 3.239 -2.334
C 1.850 3.966 -2.143
C 1.619 5.207 -1.484
C 0.307 5.396 -1.184
S -0.655 4.077 -1.701
C -0.384 1.778 -4.066
C -0.775 2.803 -4.876
C -1.457 2.354 -6.040
C -1.550 0.998 -6.090
S -0.830 0.254 -4.729
C 1.801 1.154 -3.256
C 2.207 -0.100 -2.928
C 3.380 -0.511 -3.616
C 3.828 0.444 -4.475
S 2.824 1.828 -4.465
H 2.824 3.642 -2.474
H 2.393 5.926 -1.264
H -0.149 6.252 -0.716
H -0.565 3.841 -4.665
H -1.851 3.010 -6.800
H -2.028 0.395 -6.844
H 1.637 -0.711 -2.246
H 3.859 -1.472 -3.498
H 4.689 0.406 -5.119

Results
Multiplicity = 3
DFT total energy = -4734.6649 hartree
HOMO level (spin up / spin down) = -0.350 / -0.368 Ha
Expectation value of S² = 2.008
E_LUMO (spin up / spin down) = -1.771 / -3.346 eV
Net charge = +1
Energy relative to the best compared isomer or geometry (same formula, charge and spin) = 0.0 kJ/mol
Frontier orbital gap (spin up / spin down) = 7.760 / 6.675 eV

Here are the Mulliken charges for atoms 1 to 99, given in e: 2.384, -0.622, 1.028, -1.291, -0.053, -0.666, -0.910, -0.856, -0.966, 0.084, 1.530, -1.606, -1.366, -0.439, 0.184, 0.758, 0.601, 0.377, 0.290, 0.404, 0.496, 0.452, 0.342, 0.563, 0.369, 0.508, 0.679, 0.502, 0.004, 0.178, -3.053, 0.876, 0.318, -0.532, -0.796, -0.349, 1.076, -0.478, -0.718, -0.803, 0.848, 0.848, -0.523, -0.810, -0.675, 0.907, -0.328, 0.172, 0.229, 0.453, 0.401, 0.340, 0.247, 0.216, 0.274, 0.310, 0.245, 0.470, 0.405, 0.220, 0.231, -1.057, 0.181, 0.420, 0.243, 0.464, 0.525, 0.341, -0.613, -1.180, -1.355, -0.675, -0.041, 0.275, -0.655, -0.506, -0.183, -1.236, 0.432, 0.336, 0.261, 0.428, 0.294, 0.440, -0.526, -0.403, 0.543, 0.259, 0.287, 0.353, 0.454, 0.179, 0.625, 1.752, -0.386, -0.497, -1.164, -0.551, 0.048

=====

Which value of DFT total energy does entry 1 give? -12185.4397 hartree